Record 1
Formula: C32H78F21N5O11P2
Source: the Open Molecules 2025 dataset
Level of theory: ωB97M-V/def2-TZVPD

Atoms and positions in Å:
C  5.369  0.910  3.654
C  5.047  0.129  4.902
C  3.540  0.222  5.279
O  3.259  -0.667  6.332
C  1.941  -1.161  6.632
N  5.381  -1.264  4.677
H  4.859  -1.759  5.413
H  5.931  -2.414  3.090
H  6.332  -1.454  4.915
H  6.394  0.857  3.487
H  5.118  1.963  3.822
H  4.810  0.442  2.834
H  5.590  0.532  5.773
H  3.045  -0.060  4.391
H  3.387  1.261  5.504
H  1.276  -0.473  7.157
H  2.142  -2.026  7.274
H  1.456  -1.563  5.722
C  -6.166  3.027  0.376
C  -5.769  1.492  0.544
C  -6.235  0.604  -0.572
O  -5.841  -0.726  -0.362
C  -5.048  -1.212  -1.497
N  -4.307  1.355  0.472
H  -3.944  2.150  0.993
H  -3.227  -0.073  0.876
H  -3.969  1.428  -0.493
H  -5.687  3.583  1.162
H  -7.231  3.248  0.392
H  -5.741  3.307  -0.594
H  -6.176  1.177  1.507
H  -5.994  1.018  -1.603
H  -7.317  0.508  -0.513
H  -4.642  -2.137  -1.080
H  -4.373  -0.395  -1.704
H  -5.754  -1.399  -2.319
C  3.547  -5.008  -6.753
C  2.309  -5.785  -6.239
C  2.069  -5.726  -4.727
O  1.846  -4.412  -4.408
C  1.850  -4.055  -2.983
N  1.080  -5.098  -6.762
H  0.275  -5.707  -6.914
H  0.787  -4.407  -6.053
H  1.163  -4.590  -7.644
H  3.678  -4.069  -6.245
H  3.511  -4.826  -7.857
H  4.496  -5.525  -6.521
H  2.324  -6.844  -6.568
H  2.912  -6.131  -4.183
H  1.174  -6.315  -4.533
H  1.222  -4.762  -2.450
H  1.349  -3.107  -2.965
H  2.849  -4.117  -2.529
C  1.883  1.862  -2.787
C  1.730  3.180  -3.493
C  0.486  4.041  -3.390
O  0.728  5.165  -4.199
C  0.546  6.440  -3.498
N  2.865  4.010  -2.992
H  2.849  4.208  -1.951
H  3.689  3.424  -3.116
H  3.037  4.896  -3.524
H  1.044  1.189  -2.895
H  1.971  2.100  -1.728
H  2.813  1.352  -3.097
H  1.769  3.046  -4.562
H  0.382  4.217  -2.315
H  -0.402  3.488  -3.758
H  -0.528  6.573  -3.379
H  0.885  7.225  -4.176
H  1.133  6.533  -2.577
C  0.435  1.891  2.795
C  0.306  1.428  1.329
C  0.686  -0.037  1.150
O  1.090  -0.404  -0.194
C  0.782  -1.750  -0.430
N  -1.060  1.707  0.774
H  -1.226  2.700  0.962
H  -1.329  1.556  -0.231
H  -1.792  1.171  1.306
H  0.041  2.897  2.934
H  1.490  1.751  3.035
H  -0.198  1.193  3.364
H  0.999  2.030  0.754
H  -0.181  -0.661  1.507
H  1.498  -0.356  1.828
H  0.764  -2.294  0.498
H  1.454  -2.132  -1.183
H  -0.184  -1.897  -0.828
P  3.783  4.168  0.573
F  4.938  4.677  1.434
F  2.679  4.879  1.539
F  3.781  5.454  -0.409
F  2.550  3.612  -0.489
F  4.710  3.480  -0.501
F  3.605  2.779  1.390
P  -3.123  4.323  3.408
F  -3.905  4.726  2.070
F  -3.111  5.892  3.816
F  -4.544  4.052  4.139
F  -2.314  3.972  4.772
F  -3.062  2.750  3.028
F  -1.698  4.447  2.601
C  -2.055  1.088  -2.647
O  -2.908  2.186  -3.059
O  -2.271  0.664  -1.401
C  -2.109  -0.134  -3.657
F  -3.345  -0.404  -4.173
F  -1.258  0.005  -4.701
F  -1.757  -1.281  -3.067
C  -3.101  2.603  -4.440
C  -4.262  3.572  -4.378
H  -5.173  3.159  -3.913
H  -4.162  4.465  -3.791
H  -4.713  3.965  -5.312
H  -3.434  1.747  -5.035
H  -2.130  3.010  -4.843
H  -1.028  1.543  -2.677
C  4.849  -3.619  2.109
O  3.975  -4.265  2.896
O  6.026  -3.268  2.658
C  4.947  -4.463  0.740
F  5.759  -5.513  0.797
F  3.757  -4.871  0.325
F  5.378  -3.621  -0.207
C  2.563  -3.799  2.877
C  1.679  -4.527  3.945
H  0.624  -4.651  3.700
H  1.967  -5.599  4.070
H  1.735  -4.156  4.968
H  2.268  -3.999  1.846
H  2.559  -2.718  3.055
H  4.376  -2.691  1.683
C  -3.306  -1.740  1.719
O  -3.738  -1.956  3.064
O  -2.569  -0.629  1.306
C  -2.693  -3.101  1.226
F  -1.506  -3.360  1.817
F  -3.473  -4.148  1.600
F  -2.493  -3.110  -0.076
C  -4.595  -0.897  3.488
C  -5.123  -0.942  4.897
H  -4.534  -0.466  5.680
H  -6.085  -0.411  4.830
H  -5.382  -1.949  5.218
H  -5.482  -0.937  2.831
H  -4.122  0.101  3.399
H  -4.300  -1.777  1.223

Properties
E_HOMO   -8.13 eV
Frontier orbital gap   6.14 eV
Charge   0

Here are the Mulliken charges for atoms 1 to 2, given in e: -1.45, 0.25


Record 2
Formula: C32H78F6N6O10Sr
Source: the Open Molecules 2025 dataset
Level of theory: ωB97M-V/def2-TZVPD

Atoms and positions in Å:
Sr  -0.740  0.329  1.007
C  -0.441  3.963  -0.368
O  -1.559  3.924  -1.244
O  -0.262  2.617  0.087
C  0.678  4.695  -1.117
F  0.923  4.283  -2.339
F  0.399  5.994  -1.098
F  1.800  4.523  -0.486
C  -2.693  4.766  -0.935
C  -3.768  4.408  -1.910
H  -4.566  5.150  -1.881
H  -3.420  4.361  -2.942
H  -4.299  3.471  -1.744
H  -2.551  5.844  -1.013
H  -3.205  4.577  0.009
H  -0.746  4.596  0.465
C  -1.294  -1.477  4.197
O  -2.437  -1.943  3.440
O  -0.492  -0.661  3.366
C  -1.784  -0.903  5.599
F  -0.877  -0.194  6.265
F  -2.897  -0.208  5.521
F  -2.167  -1.900  6.359
C  -3.185  -3.058  3.852
C  -4.128  -3.235  2.672
H  -4.871  -3.985  2.944
H  -4.792  -2.423  2.375
H  -3.534  -3.569  1.821
H  -3.801  -2.935  4.742
H  -2.662  -4.006  3.977
H  -0.700  -2.368  4.402
C  4.361  1.510  -1.159
C  4.781  0.091  -1.665
C  6.317  -0.123  -1.476
O  7.186  0.903  -1.946
C  8.489  0.583  -1.694
N  3.978  -0.873  -0.948
H  4.728  2.277  -1.843
H  4.842  1.692  -0.198
H  3.281  1.622  -1.068
H  4.544  0.011  -2.726
H  6.571  -1.118  -1.841
H  6.473  -0.109  -0.397
H  8.757  0.802  -0.661
H  9.067  1.102  -2.458
H  8.743  -0.462  -1.868
H  4.333  -1.819  -0.929
H  4.164  -0.657  0.021
C  0.475  -1.092  -4.624
C  1.645  -0.538  -3.777
C  1.631  0.994  -3.867
O  2.215  1.379  -5.095
C  2.181  2.805  -5.270
N  1.356  -0.921  -2.411
H  -0.559  -0.978  -4.299
H  0.635  -2.160  -4.770
H  0.583  -0.560  -5.569
H  2.562  -0.989  -4.158
H  2.277  1.373  -3.075
H  0.603  1.317  -3.702
H  1.133  3.098  -5.337
H  2.595  3.081  -6.240
H  2.683  3.354  -4.473
H  1.426  -1.915  -2.571
H  2.225  -0.694  -1.949
C  1.840  2.160  2.855
C  2.723  1.342  1.988
C  3.494  0.235  2.746
O  4.391  -0.310  1.801
C  5.145  -1.438  2.433
N  1.872  0.748  0.950
H  0.969  1.739  3.357
H  1.542  2.966  2.185
H  2.442  2.689  3.594
H  3.488  1.914  1.462
H  2.860  -0.539  3.178
H  4.050  0.702  3.559
H  6.083  -1.536  1.887
H  4.679  -2.417  2.323
H  5.347  -1.162  3.468
H  1.551  1.545  0.418
H  2.478  0.309  0.272
C  -2.346  1.273  -3.727
C  -2.603  0.551  -2.383
C  -3.145  -0.845  -2.537
O  -3.677  -1.349  -1.282
C  -4.042  -2.738  -1.263
N  -1.389  0.470  -1.609
H  -1.597  0.876  -4.412
H  -2.036  2.310  -3.598
H  -3.255  1.355  -4.323
H  -3.330  1.106  -1.789
H  -2.385  -1.510  -2.949
H  -3.934  -0.954  -3.281
H  -3.163  -3.363  -1.422
H  -4.860  -2.895  -1.966
H  -4.388  -3.083  -0.289
H  -0.657  0.238  -2.265
H  -1.158  1.433  -1.412
C  -5.536  0.332  1.472
C  -4.038  0.838  1.313
C  -3.603  1.619  2.551
O  -2.234  2.043  2.451
C  -1.850  2.811  3.593
N  -3.166  -0.332  1.196
H  -6.155  1.217  1.616
H  -5.622  -0.319  2.342
H  -5.799  -0.070  0.493
H  -3.966  1.412  0.389
H  -3.673  1.004  3.449
H  -4.215  2.497  2.754
H  -0.993  3.445  3.366
H  -1.474  2.138  4.363
H  -2.666  3.358  4.065
H  -3.479  -0.977  0.484
H  -3.278  -0.845  2.059
C  1.586  -3.030  1.070
C  0.270  -3.486  0.315
C  -0.630  -4.492  1.108
O  -1.863  -4.825  0.341
C  -2.471  -5.964  0.907
N  -0.431  -2.239  -0.063
H  2.253  -2.470  0.416
H  2.156  -3.899  1.399
H  1.412  -2.259  1.820
H  0.450  -4.057  -0.596
H  -0.916  -4.069  2.071
H  -0.031  -5.362  1.377
H  -3.411  -6.176  0.396
H  -2.818  -5.828  1.931
H  -1.817  -6.836  0.894
H  0.093  -1.967  -0.883
H  -1.282  -2.658  -0.408

Properties
E_HOMO   -7.86 eV
Energy relative to the best compared isomer or geometry (same formula, charge and spin)   0.000 eV
Frontier orbital gap   8.31 eV
Charge   0

Here are the Mulliken charges for atoms 1 to 2, given in e: 0.04, -0.95


Record 3
Formula: C32H80O16
Source: the Open Molecules 2025 dataset
Level of theory: ωB97M-V/def2-TZVPD

Atoms and positions in Å:
C  -3.842  -13.118  8.535
O  -3.897  -12.439  9.837
C  -4.992  -12.828  10.604
C  -4.499  -13.539  11.895
O  -3.953  -14.837  11.760
C  -4.846  -15.835  11.370
H  -3.794  -14.199  8.669
H  -3.018  -12.720  7.943
H  -4.819  -13.052  8.055
H  -5.654  -13.531  10.098
H  -5.551  -11.904  10.749
H  -5.354  -13.466  12.568
H  -3.743  -12.972  12.438
H  -5.333  -15.743  10.399
H  -5.637  -15.789  12.118
H  -4.315  -16.765  11.575
C  -8.043  -19.047  13.847
O  -6.800  -18.750  13.242
C  -5.789  -19.716  13.559
C  -4.425  -19.470  12.822
O  -3.729  -20.729  12.835
C  -2.364  -20.622  12.405
H  -8.058  -18.919  14.929
H  -8.495  -20.024  13.677
H  -8.720  -18.289  13.453
H  -6.204  -20.708  13.382
H  -5.566  -19.609  14.621
H  -3.918  -18.708  13.414
H  -4.588  -19.237  11.770
H  -2.235  -19.825  11.673
H  -2.065  -21.486  11.812
H  -1.753  -20.338  13.262
C  -13.723  -11.786  9.884
O  -13.888  -13.222  9.775
C  -12.853  -14.016  10.252
C  -13.283  -15.225  11.112
O  -13.941  -14.845  12.353
C  -15.235  -14.281  12.235
H  -14.651  -11.248  9.692
H  -12.983  -11.497  9.137
H  -13.355  -11.431  10.847
H  -12.173  -13.476  10.912
H  -12.305  -14.304  9.355
H  -12.435  -15.896  11.250
H  -13.898  -15.838  10.453
H  -15.098  -13.289  11.805
H  -15.767  -14.171  13.180
H  -15.920  -14.816  11.577
C  -7.287  -10.853  6.249
O  -6.440  -11.989  6.337
C  -6.778  -13.014  5.370
C  -5.987  -14.348  5.459
O  -6.217  -15.083  6.644
C  -5.829  -16.465  6.623
H  -8.297  -11.046  5.888
H  -6.830  -10.080  5.631
H  -7.201  -10.333  7.203
H  -6.519  -12.493  4.448
H  -7.834  -13.269  5.282
H  -4.932  -14.112  5.324
H  -6.301  -14.989  4.635
H  -5.902  -16.883  7.627
H  -4.779  -16.566  6.346
H  -6.511  -17.031  5.988
C  -3.398  -18.646  8.465
O  -3.180  -19.704  7.610
C  -4.115  -19.766  6.549
C  -5.572  -20.293  6.856
O  -6.269  -19.401  7.591
C  -7.488  -20.000  8.154
H  -2.464  -18.515  9.011
H  -4.285  -18.668  9.100
H  -3.446  -17.748  7.849
H  -3.767  -20.605  5.947
H  -4.203  -18.910  5.880
H  -5.466  -21.234  7.397
H  -6.031  -20.497  5.888
H  -7.989  -20.658  7.445
H  -8.175  -19.204  8.443
H  -7.162  -20.589  9.012
C  -8.704  -16.708  11.111
O  -9.094  -15.726  10.169
C  -7.991  -14.924  9.802
C  -8.510  -13.938  8.675
O  -8.705  -12.724  9.368
C  -9.929  -11.986  9.198
H  -8.299  -16.373  12.066
H  -7.919  -17.373  10.752
H  -9.534  -17.396  11.277
H  -7.170  -15.502  9.379
H  -7.646  -14.439  10.715
H  -9.396  -14.450  8.300
H  -7.726  -13.686  7.960
H  -9.809  -10.976  9.588
H  -10.742  -12.407  9.790
H  -10.286  -11.761  8.193
C  -8.542  -5.261  9.258
O  -8.014  -6.508  9.737
C  -6.602  -6.431  10.080
C  -6.147  -7.527  11.068
O  -6.123  -8.792  10.590
C  -7.419  -9.217  10.242
H  -7.763  -4.713  8.728
H  -8.751  -4.634  10.124
H  -9.413  -5.387  8.614
H  -6.388  -5.479  10.565
H  -6.101  -6.630  9.132
H  -6.780  -7.570  11.954
H  -5.088  -7.393  11.288
H  -8.262  -8.831  10.816
H  -7.414  -10.303  10.329
H  -7.694  -8.952  9.221
C  -11.052  -9.337  11.956
O  -11.868  -9.220  10.790
C  -12.332  -7.893  10.486
C  -12.327  -7.658  9.034
O  -12.959  -8.710  8.254
C  -14.349  -8.642  8.211
H  -10.637  -10.336  12.095
H  -11.685  -9.176  12.829
H  -10.269  -8.590  12.083
H  -11.701  -7.112  10.909
H  -13.278  -7.856  11.027
H  -11.322  -7.457  8.664
H  -12.900  -6.748  8.855
H  -14.925  -8.524  9.129
H  -14.805  -9.511  7.736
H  -14.699  -7.758  7.678

Properties
E_HOMO   -8.74 eV
Energy relative to the best compared isomer or geometry (same formula, charge and spin)   3.591 eV
SMILES string   COCCOC.COCCOC.COCCOC.COCCOC.COCCOC.COCCOC.COCCOC.COCCOC
Frontier orbital gap   9.42 eV
Charge   0

Here are the Mulliken charges for atoms 1 to 2, given in e: -0.53, -0.44